# 1
ORCA calculation (wB97M-V/def2-TZVPD) on a 15-piece molecular cluster, C32H90F3O16 overall at a distorted geometry.

Each line ends with the Löwdin charge.
CARTESIAN COORDINATES (ANGSTROEM)
C: 0.1669 -0.0225 -0.8297  -0.358
O: -0.6490 -1.0234 -0.2664  -0.105
O: 0.2788 -0.2742 -2.2333  -0.217
C: -0.3185 1.3030 -0.2534  -0.561
F: -0.1601 1.3909 1.0853  0.130
F: 0.3612 2.3153 -0.7948  0.134
F: -1.5913 1.5879 -0.5332  0.136
C: 0.0272 -2.1461 0.2702  -0.244
C: -1.0323 -3.0009 0.9635  -0.057
H: -1.3557 -2.3479 1.7741  0.063
H: -1.8869 -3.2094 0.3198  0.075
H: -0.5875 -3.9092 1.3700  0.070
H: 0.8023 -1.8907 0.9928  0.110
H: 0.5505 -2.6872 -0.5182  0.098
H: 1.1844 -0.0512 -0.4399  0.133
C: -2.1478 -4.5210 -3.3766  -0.075
C: -1.3180 -3.3300 -2.8743  -0.319
O: -1.1125 -2.3586 -3.8920  -0.061
H: -1.5192 -5.1096 -4.0448  0.062
H: -3.0477 -4.2062 -3.9049  0.070
H: -2.4583 -5.1673 -2.5557  0.064
H: -0.4184 -3.6083 -2.3252  0.080
H: -1.9441 -2.9035 -2.0906  0.085
H: -0.7217 -1.6349 -3.3968  0.025
C: -0.3935 -0.2787 4.2587  -0.063
C: 0.7185 -0.5406 5.2209  -0.294
O: 1.2316 0.6405 5.8233  -0.085
H: -0.6780 -1.1385 3.6521  0.049
H: -0.1418 0.5142 3.5544  0.062
H: -1.2603 0.0136 4.8515  0.088
H: 1.5041 -1.0069 4.6263  0.106
H: 0.4850 -1.1938 6.0617  0.113
H: 1.9048 0.4118 6.4685  0.101
C: 3.0838 1.5942 1.9286  -0.078
C: 3.8980 1.2845 0.6760  -0.308
O: 4.8091 0.2824 0.9975  -0.071
H: 2.4077 2.4366 1.7825  0.065
H: 3.8055 1.8629 2.6999  0.078
H: 2.5100 0.7165 2.2263  0.070
H: 4.3963 2.2179 0.4144  0.114
H: 3.2309 1.0831 -0.1622  0.109
H: 5.3903 0.6996 1.6376  0.101
C: -4.6388 0.5989 -1.5769  -0.083
C: -4.0688 -0.8255 -1.5965  -0.327
O: -3.5049 -1.0365 -0.3562  -0.085
H: -5.2032 0.6774 -2.5060  0.066
H: -3.8979 1.3879 -1.4473  0.059
H: -5.3717 0.6093 -0.7701  0.064
H: -3.2858 -0.7668 -2.3526  0.105
H: -4.7565 -1.6371 -1.8345  0.115
H: -2.5760 -0.8068 -0.4331  0.040
C: -1.2759 4.7247 -0.0095  -0.053
C: -1.3754 6.2751 -0.2138  -0.338
O: -2.4994 6.6124 -0.9320  -0.068
H: -0.3189 4.4370 0.4258  0.063
H: -1.4023 4.1800 -0.9452  0.052
H: -2.0227 4.3667 0.6992  0.058
H: -0.5008 6.5791 -0.7890  0.089
H: -1.2179 6.8757 0.6820  0.104
H: -2.3726 7.5346 -1.1668  0.088
C: -0.6154 5.9005 -3.8260  -0.062
C: 0.6272 5.2166 -3.2534  -0.328
O: 1.3762 4.6290 -4.2822  -0.084
H: -1.2044 5.1485 -4.3509  0.053
H: -0.3772 6.7316 -4.4898  0.072
H: -1.3054 6.2835 -3.0741  0.048
H: 0.3325 4.4564 -2.5300  0.089
H: 1.2880 5.8961 -2.7150  0.102
H: 1.5159 3.7166 -4.0185  0.022
C: 4.3304 -4.1092 2.7359  -0.089
C: 3.8167 -2.9784 1.8663  -0.331
O: 4.9024 -2.5276 1.0856  -0.083
H: 3.6523 -4.2761 3.5728  0.066
H: 5.2474 -3.8587 3.2693  0.070
H: 4.5049 -5.0020 2.1355  0.074
H: 3.3099 -2.1926 2.4264  0.102
H: 3.0486 -3.4173 1.2295  0.089
H: 4.8175 -1.5802 0.9555  0.030
C: -3.9497 2.0085 1.9508  -0.069
C: -3.6463 2.9942 3.1017  -0.300
O: -4.5369 2.7239 4.1972  -0.083
H: -4.0020 0.9942 2.3465  0.074
H: -3.2219 2.0358 1.1399  0.047
H: -4.9350 2.1391 1.5032  0.072
H: -3.8030 3.9891 2.6848  0.101
H: -2.6101 3.0081 3.4395  0.076
H: -4.7238 3.5831 4.5826  0.071
C: 0.7343 -5.8139 -0.9191  -0.083
C: 0.3782 -7.2969 -1.1932  -0.302
O: -0.2829 -7.3362 -2.4332  -0.082
H: 1.3089 -5.2938 -1.6855  0.060
H: 1.5075 -5.7030 -0.1588  0.064
H: -0.1581 -5.2319 -0.6886  0.055
H: -0.2653 -7.6812 -0.4018  0.109
H: 1.2977 -7.8818 -1.2186  0.102
H: 0.3952 -7.2321 -3.1047  0.086
C: 3.4388 2.2807 -5.2586  -0.098
C: 2.6993 1.2437 -4.4961  -0.310
O: 1.6785 1.8868 -3.7911  -0.091
H: 3.8120 3.1347 -4.6932  0.073
H: 2.9472 2.7864 -6.0897  0.080
H: 4.3808 1.8800 -5.6330  0.070
H: 3.3377 0.6643 -3.8291  0.106
H: 2.2556 0.4789 -5.1334  0.125
H: 1.1131 1.2152 -3.4027  0.044
C: -2.1781 -4.6908 4.2909  -0.080
C: -1.2890 -3.5662 4.8635  -0.328
O: -0.7431 -3.9251 6.1205  -0.079
H: -2.5814 -4.3817 3.3266  0.066
H: -3.0434 -4.9086 4.9169  0.066
H: -1.6284 -5.6317 4.2657  0.073
H: -1.9306 -2.6879 4.9338  0.102
H: -0.4916 -3.3141 4.1645  0.096
H: -1.4312 -4.0318 6.7814  0.082
C: 4.0830 -3.5206 -2.1351  -0.067
C: 3.2627 -2.2185 -1.9866  -0.321
O: 2.1956 -2.2046 -2.9024  -0.084
H: 4.9276 -3.5528 -1.4468  0.059
H: 4.4260 -3.6740 -3.1583  0.068
H: 3.4892 -4.4141 -1.9423  0.048
H: 3.8678 -1.3244 -2.1363  0.100
H: 2.8725 -2.1183 -0.9738  0.082
H: 1.5952 -1.5191 -2.6003  0.014
C: -3.0453 2.7765 -4.3956  -0.061
C: -1.6109 2.3504 -3.8865  -0.284
O: -1.5162 0.9347 -4.1302  -0.082
H: -3.1823 3.8576 -4.4198  0.054
H: -3.7605 2.2589 -3.7563  0.043
H: -3.1323 2.3924 -5.4120  0.068
H: -1.5665 2.6286 -2.8335  0.084
H: -0.8564 2.9073 -4.4420  0.087
H: -0.8981 0.5301 -3.5171  0.009
C: 0.5445 3.4935 3.7164  -0.101
C: -0.3026 3.6529 4.9330  -0.316
O: 0.5722 3.3148 5.9990  -0.097
H: 1.4158 4.1483 3.7267  0.086
H: -0.0313 3.6772 2.8093  0.060
H: 0.9615 2.4880 3.6602  0.043
H: -1.1930 3.0281 5.0039  0.095
H: -0.6456 4.6863 4.9829  0.112
H: 0.7119 2.3651 5.9849  0.021

Cartesian forces, eV/Å:
0.97 -1.81 -2.83
0.06 0.40 1.04
-0.45 1.73 2.18
-0.49 0.40 -1.20
0.00 -0.30 -0.12
0.98 0.33 -0.07
-0.84 -0.36 0.22
-0.38 -0.83 -0.40
0.56 0.76 0.05
-0.46 -0.32 0.25
0.13 -0.06 -0.02
-0.09 -0.05 -0.02
0.04 0.52 0.23
-0.07 -0.09 -0.34
0.39 -0.35 0.58
1.03 0.11 -0.24
-1.69 0.05 0.37
-0.02 -1.04 0.36
-0.22 -0.21 -0.18
0.12 0.24 -0.03
0.15 0.02 0.11
0.41 -0.30 -0.59
-0.16 0.49 0.25
0.38 0.76 0.01
-0.86 0.66 0.45
1.15 -0.96 -0.03
-0.14 0.77 -0.29
0.25 -0.09 0.25
0.05 0.10 0.11
-0.33 0.23 -0.33
0.44 -0.21 0.17
-0.51 -0.47 -0.39
-0.01 -0.12 -0.04
-0.01 0.06 -0.42
-1.45 1.75 0.58
0.66 -0.65 -0.52
-0.03 -0.05 -0.03
-0.18 0.00 0.35
-0.03 0.03 0.16
0.37 0.01 -0.29
0.34 -0.77 -0.07
0.28 -0.35 0.13
-1.51 -1.33 -0.43
0.74 1.88 -0.79
0.55 -1.00 1.47
0.01 0.70 -0.19
0.02 -0.29 -0.13
0.00 0.40 0.17
0.09 -0.63 -0.38
-0.33 0.29 -0.05
0.39 -0.15 0.33
-0.33 1.18 0.45
2.30 -1.60 0.10
-1.37 0.47 -0.30
0.14 0.23 -0.15
-0.03 0.27 -0.01
-0.27 0.05 -0.07
0.41 -0.23 -0.39
-0.60 -0.30 0.69
-0.38 0.09 -0.22
-0.13 -0.15 0.27
-0.38 0.34 0.14
0.11 0.23 -0.40
0.16 0.07 -0.31
0.16 -0.15 -0.16
0.23 0.04 0.33
-0.18 -0.11 0.09
-0.12 0.45 0.16
0.15 -0.69 -0.20
-0.06 0.30 0.87
0.32 -0.80 -0.17
-0.04 0.00 0.04
-0.45 -0.52 -0.26
0.29 0.25 -0.41
-0.10 -0.04 0.20
0.31 0.28 0.23
-0.26 0.07 -0.33
-0.02 0.41 -0.18
0.13 -0.30 0.72
-0.59 -0.27 -1.19
0.31 0.39 -0.35
0.36 -0.13 0.01
0.10 0.07 0.22
-0.04 0.52 0.15
-0.26 0.33 0.21
0.09 -0.54 -0.06
-0.13 -0.10 0.26
0.67 -0.25 0.58
0.87 1.85 -0.02
-0.50 -0.84 -0.30
-0.57 -0.35 -0.94
-0.42 -0.25 0.95
0.15 0.00 0.05
-0.13 -0.05 -0.22
0.05 -0.26 0.08
-0.11 0.13 -0.16
1.74 0.85 -0.80
-0.42 -0.45 -0.14
-0.29 0.65 0.41
-0.35 -0.11 0.80
-0.53 -0.54 -0.06
-0.04 -0.36 -0.36
0.38 0.21 0.27
0.02 0.03 -0.45
-0.47 -0.49 0.64
0.34 0.22 0.31
-1.48 -0.74 -0.18
0.71 0.18 -0.03
0.22 -0.26 -0.19
-0.06 0.32 0.29
0.14 0.06 -0.47
0.11 0.32 0.19
0.23 -0.25 0.28
-0.22 0.05 -0.20
-0.32 0.32 -0.02
0.22 -0.60 -0.13
0.54 -0.86 -0.21
0.02 0.19 -0.04
0.16 0.39 -0.08
-0.35 0.13 0.25
0.55 0.02 -0.09
0.02 -0.26 0.40
-0.99 0.78 -0.05
1.54 -0.81 0.19
-1.69 -0.15 -0.86
-0.52 1.25 -0.19
-0.06 -0.03 0.25
-0.20 0.29 -0.13
-0.17 0.01 -0.04
0.32 -0.27 0.19
0.23 -0.11 0.01
0.48 -0.23 0.71
-0.23 -0.38 -1.38
0.90 -0.31 0.44
-0.44 1.20 1.18
-0.19 0.28 0.19
0.08 0.00 -0.28
-0.19 -0.11 -0.02
-0.07 -0.18 -0.44
0.14 0.11 0.55
-0.01 -0.38 -0.17

The HOMO energy comes out at -0.23861 hartree. For the orbital gap, the calculation gives 8.413 eV. For the LUMO energy, the calculation gives 1.9 eV. The net charge is -1. For the total energy, the calculation gives -75554.414 eV. The molecular weight comes out at 788.0 g/mol. Its energy relative to the best compared isomer or geometry (same formula, charge and spin) is 10.0 kcal per mole.

=====

# 2
ORCA calculation (wB97M-V/def2-TZVPD) on a 2-piece molecular cluster, C6H16N2 overall at a distorted geometry.

Each line ends with the Löwdin charge.
CARTESIAN COORDINATES (ANGSTROEM)
C: -0.3362 1.7343 3.0108  -0.093
C: -0.2010 1.3725 1.4947  -0.303
N: -0.6232 0.0106 1.1188  0.115
C: -1.1617 -0.4423 -2.5766  -0.106
C: -0.7128 0.4088 -1.4411  -0.247
C: -0.0887 -0.3605 -0.2044  -0.344
C: 1.5003 -0.6585 -0.3986  -0.288
N: 1.8139 -1.2113 -1.6948  0.085
H: -1.2388 1.2116 3.2570  0.054
H: -0.2987 2.7646 3.3037  0.060
H: 0.3914 1.1647 3.6112  0.069
H: 0.7652 1.7578 1.0974  0.113
H: -0.8969 2.0837 1.0089  0.114
H: 0.3980 -3.6936 1.0230  0.049
H: -2.0595 -1.0975 -2.3489  0.105
H: -1.3911 0.0968 -3.4294  0.046
H: -0.2750 -1.1394 -2.6998  0.078
H: -1.5451 1.0513 -1.0629  0.108
H: -0.0295 1.2199 -1.6572  0.100
H: -0.4113 -1.4187 -0.4220  0.112
H: 1.5976 -1.3968 0.3884  0.045
H: 2.1022 0.1627 -0.0168  0.103
H: 0.9118 -3.2056 0.9354  0.020
H: 1.7890 -0.4152 -2.2968  0.005

Cartesian forces, eV/Å:
0.67 -2.75 -0.67
-0.47 1.16 0.09
3.74 0.36 -2.75
1.02 -3.16 1.94
-0.48 2.59 2.20
-5.47 -0.96 1.23
2.85 -2.03 -1.42
-1.45 0.92 3.88
-0.98 0.39 0.61
-0.20 0.51 -0.29
0.18 0.38 -0.29
-0.12 -0.86 -0.04
-0.15 -0.21 -0.28
-0.81 -0.76 0.15
1.03 0.84 0.10
-0.08 1.08 -1.80
-1.05 0.38 -0.69
0.20 -0.82 0.08
0.63 -0.05 -0.96
-0.12 0.86 0.74
0.23 -0.49 -0.17
-0.30 1.08 -0.59
0.77 0.67 -0.13
0.36 0.84 -0.93

The HOMO energy comes out at -0.29159 hartree. For the orbital gap, the calculation gives 5.412 eV. For the LUMO energy, the calculation gives -2.5 eV. For the total energy, the calculation gives -9454.440 eV. The molecular weight comes out at 116.2 g/mol. Its energy relative to the best compared isomer or geometry (same formula, charge and spin) is 176.0 kcal per mole.

=====

# 3
ORCA calculation (wB97M-V/def2-TZVPD) on a 2-piece molecular cluster, C7H17NO overall at a distorted geometry.

Each line ends with the Löwdin charge.
CARTESIAN COORDINATES (ANGSTROEM)
C: -1.0831 0.1607 2.2285  -0.044
C: -1.0242 1.0603 1.0220  -0.422
C: -2.1769 1.0138 0.0521  -0.038
N: -0.1178 2.0254 1.0443  0.012
O: -0.3816 2.9749 0.0325  -0.085
H: -1.3958 -0.8428 1.9314  0.071
H: -0.1014 0.1017 2.7053  0.082
H: -1.7958 0.5719 2.9472  0.087
H: -2.8921 1.8008 0.3039  0.091
H: -2.6700 0.0404 0.0963  0.078
H: -1.8200 1.1772 -0.9673  0.077
H: 0.2784 3.6637 0.2231  0.095
C: 1.4345 -0.0199 -1.8512  -0.094
C: 0.9008 -0.7126 -0.6008  -0.508
C: -0.1421 -1.7603 -0.9700  -0.091
C: 2.0319 -1.3352 0.2089  -0.095
H: 0.6218 0.4578 -2.4074  0.072
H: 1.9348 -0.7305 -2.5183  0.078
H: 2.1529 0.7626 -1.5861  0.077
H: 0.5030 0.1836 0.0559  0.109
H: -0.9550 -1.3197 -1.5552  0.069
H: -0.5790 -2.2165 -0.0760  0.068
H: 0.2983 -2.5660 -1.5684  0.082
H: 2.7407 -0.5713 0.5460  0.078
H: 1.6445 -1.8566 1.0898  0.072
H: 2.5931 -2.0637 -0.3864  0.077

Cartesian forces, eV/Å:
0.73 -0.13 -0.48
0.79 2.82 0.79
0.50 -0.14 -0.06
-2.40 -1.72 0.12
0.48 0.00 0.17
-0.03 0.05 0.13
-0.14 0.04 0.02
-0.04 -0.08 -0.09
0.02 -0.02 -0.09
0.01 0.14 0.06
-0.10 0.11 0.08
-0.29 -0.43 -0.17
0.08 0.03 -0.08
-0.04 1.67 0.89
-0.28 0.26 0.24
0.14 -0.03 0.02
0.07 -0.05 0.01
-0.02 0.03 0.00
-0.04 -0.10 -0.04
0.55 -2.44 -1.50
0.03 -0.06 0.02
0.01 -0.01 -0.07
0.06 0.12 0.06
-0.09 -0.09 -0.01
0.05 0.06 -0.03
-0.05 0.00 0.00

The HOMO energy comes out at -0.33031 hartree. As for the SMILES: CC(C)=NO.CC(C)C. For the orbital gap, the calculation gives 9.875 eV. For the LUMO energy, the calculation gives 0.9 eV. For the total energy, the calculation gives -11070.568 eV. The molecular weight comes out at 131.2 g/mol. Its energy relative to the best compared isomer or geometry (same formula, charge and spin) is 59.3 kcal per mole.

=====

# 4
ORCA calculation (wB97M-V/def2-TZVPD) on a 2-piece molecular cluster, C12H24N3 overall at a distorted geometry.

Each line ends with the Löwdin charge.
CARTESIAN COORDINATES (ANGSTROEM)
C: 0.7383 -0.0400 -1.5524  -0.228
C: -1.6143 0.5782 -0.0777  0.085
C: 0.5054 0.3208 -2.7860  0.035
C: -1.9029 -1.5309 1.2612  0.001
C: -1.9518 -1.4856 -1.2881  -0.047
C: -3.7297 -0.3032 0.1106  -0.040
C: 3.2155 0.4212 -0.0705  -0.007
C: 1.7202 -0.1936 1.9328  -0.045
C: 2.6958 -1.9755 0.4276  -0.040
C: 0.2566 3.2096 0.1614  -0.056
C: -2.3046 -0.7522 -0.0008  -0.563
C: 2.0819 -0.5742 0.4563  -0.543
N: -1.4896 1.7047 -0.0225  0.168
N: 0.8645 -0.3422 -0.3724  0.123
N: -1.1412 2.9647 0.0637  -0.005
H: 0.3955 1.3927 -2.9645  0.071
H: 0.8171 -0.2224 -3.6574  0.070
H: -2.5114 -1.3403 2.1089  0.083
H: -1.9799 -2.5947 0.9634  0.105
H: -0.7495 -1.3488 1.2308  0.093
H: -2.2017 -0.9409 -2.2263  0.106
H: -2.5844 -2.4055 -1.3608  0.113
H: -0.9066 -1.8422 -1.2580  0.081
H: -4.2595 -0.1218 -0.8834  0.129
H: -4.0743 0.5933 0.6950  0.121
H: -4.1459 -1.1167 0.5769  0.060
H: 2.6258 1.4038 -0.2326  0.095
H: 3.9598 0.5580 0.6072  0.046
H: 3.5605 0.0862 -0.9953  0.062
H: 1.3561 0.7664 2.1718  0.043
H: 2.6901 -0.2640 2.5041  0.104
H: 1.0320 -0.9612 2.3988  0.087
H: 3.7260 -1.9849 0.9637  0.133
H: 2.0728 -2.7342 0.8562  0.068
H: 2.8813 -2.2954 -0.5989  0.083
H: 0.8861 2.5939 -0.4956  0.069
H: 0.6047 4.1851 -0.1636  0.108
H: 0.6469 2.9410 1.0811  0.058
H: -1.7854 3.6505 0.4354  0.171

Cartesian forces, eV/Å:
1.20 -0.30 1.01
-0.82 -1.64 0.50
0.48 1.24 -0.05
3.25 -0.72 -2.71
-0.95 -1.62 -0.76
-2.26 2.21 -2.16
-5.37 1.03 -0.34
1.43 -2.72 0.48
1.13 0.05 -0.12
1.87 -0.06 -1.82
1.19 1.51 -0.32
1.44 2.39 0.75
0.17 2.17 0.61
-0.47 -1.25 -0.75
-0.04 0.23 -1.01
-0.11 -0.19 0.13
-0.36 -0.68 -0.02
0.05 0.50 0.92
-0.24 0.41 0.42
-2.05 -0.44 1.29
0.50 -0.03 0.83
0.38 0.59 0.30
-0.61 0.37 -0.15
0.90 -0.52 1.03
1.23 -0.75 -0.11
-1.79 -1.92 0.90
1.41 -1.23 0.21
2.16 0.32 1.94
0.72 -0.48 -1.55
-0.64 1.31 -0.42
-0.94 -0.08 -0.44
0.69 0.81 -0.57
-1.88 0.21 -0.78
-0.42 -0.36 0.51
0.09 0.14 -0.08
-0.89 -0.31 -0.39
-0.77 0.47 0.38
0.62 -0.02 2.33
-0.32 -0.64 -0.01

The HOMO energy comes out at -0.44199 hartree. For the orbital gap, the calculation gives 9.483 eV. For the LUMO energy, the calculation gives -2.5 eV. The net charge is +1. For the total energy, the calculation gives -17292.224 eV. The molecular weight comes out at 210.3 g/mol. Its energy relative to the best compared isomer or geometry (same formula, charge and spin) is 137.0 kcal per mole.